[1]
C7H8N2O3 | the ωB97M-V functional and the def2-TZVPD basis

Geometry as XYZ:
```
20
Properties=species:S:1:pos:R:3:forces:R:3
C -1.879374 -2.061232 0.730910 2.1 0.1 -1.8
C -0.357570 -0.795213 -0.436683 1.3 0.3 0.4
C -0.982728 0.172821 -1.170451 0.3 1.2 0.2
C -0.472439 1.475356 -1.092235 -1.4 -2.0 -1.5
C 0.665078 1.685943 -0.407694 -0.3 0.7 1.7
C 1.320986 0.749762 0.360458 0.7 -1.5 0.3
C 0.818000 -0.569630 0.342317 0.0 0.4 -0.3
H -2.001647 -3.110880 0.998256 -0.1 0.2 0.0
H -1.328096 -1.470718 1.488019 -1.1 -0.4 0.1
H -2.783386 -1.606518 0.299803 0.3 -0.1 0.6
H -1.866120 -0.029035 -1.770583 0.2 -0.2 0.2
H -0.946696 2.202757 -1.699670 -0.2 0.8 0.0
H 2.254517 1.038260 0.875412 -0.8 -0.3 -0.2
H 0.939401 -2.526126 1.128754 0.2 0.3 -0.6
H 2.364942 -1.666564 0.847525 3.4 -0.6 -0.3
N 1.437331 -1.653909 1.021317 -3.6 1.7 0.3
N 1.047453 3.089845 -0.314623 3.4 -2.2 -0.3
O -0.832273 -2.037944 -0.411841 -2.3 -1.8 1.4
O 2.069064 3.327880 0.330474 -1.0 0.7 0.2
O 0.533557 3.785148 -1.119466 -1.0 2.8 -0.7
```
Positions in Å, forces in eV/Å.

Values from the calculation:
SMILES = COc1ccc([N+](=O)[O-])cc1N
E = -606.6333 Ha
Energy above the lowest of the compared OMol25 structures with the same formula, charge and spin = 99.2 kcal/mol
Net charge = 0
Frontier orbital gap = 8.53 eV

Atom charges from the Löwdin analysis, given in e for atoms 1 to 8: C 0.040; C -0.344; C 0.022; C -0.010; C -0.187; C 0.066; C -0.194; H 0.085

[2]
C69H101F12N3O45 | the ωB97M-V functional and the def2-TZVPD basis

Geometry as XYZ:
```
230
Properties=species:S:1:pos:R:3:forces:R:3
C -11.659349 -12.341506 -32.998763 0.0 0.1 -1.0
C -10.971300 -13.168445 -31.918250 0.6 -1.3 0.5
C -11.326089 -12.472916 -30.567386 0.8 -0.6 -0.2
C -10.897263 -13.323547 -29.352033 -1.3 0.8 -0.6
C -11.710371 -14.631473 -29.363417 1.4 -0.6 -0.5
C -11.592888 -15.479380 -30.687313 1.2 1.1 -1.2
N -11.641067 -14.512712 -31.906047 -1.1 0.4 2.1
O -11.544190 -15.151996 -33.155739 0.9 -0.5 0.7
C -10.247574 -16.311470 -30.632772 -1.2 -0.6 0.6
C -12.799351 -16.467315 -30.795321 1.2 0.7 -0.1
C -9.392035 -13.287134 -32.049489 -1.1 1.0 0.2
H -11.640185 -11.271286 -32.792943 0.0 0.0 0.3
H -12.694605 -12.648961 -33.146479 0.0 0.1 0.6
H -11.270132 -12.428956 -34.013132 0.6 -0.3 0.0
H -10.849658 -11.492938 -30.539925 0.2 0.0 -0.1
H -12.396220 -12.267680 -30.595704 -0.2 -0.3 0.3
H -11.073992 -12.765922 -28.432296 -0.5 0.0 0.1
H -9.812482 -13.419338 -29.305524 0.0 -0.6 -0.4
H -12.764647 -14.535506 -29.103829 0.1 0.5 -0.1
H -11.224519 -15.217538 -28.583308 -0.4 -0.5 0.1
H -10.102015 -17.001762 -31.463688 0.0 0.4 -0.5
H -9.302246 -15.830535 -30.381465 -0.3 0.5 -0.2
H -10.440090 -17.013135 -29.821173 0.2 -0.1 0.4
H -13.065974 -16.881700 -29.823054 0.1 0.1 0.1
H -13.666535 -15.947622 -31.202765 0.2 -0.2 -0.1
H -12.453669 -17.288988 -31.422583 -0.5 0.0 -0.2
H -8.977400 -13.894022 -31.244581 -0.1 0.0 -0.2
H -9.053571 -12.263040 -31.892086 0.4 0.1 0.0
H -8.985506 -13.612170 -33.007187 -0.4 -0.2 0.0
H -12.313520 -14.843525 -33.640084 -0.3 0.1 -0.3
C -8.446911 -18.697541 -36.158588 0.8 0.1 0.7
C -7.979439 -17.542180 -35.219601 -1.4 0.6 1.5
C -6.578277 -16.930564 -35.453794 0.5 -0.7 -1.6
C -6.545790 -16.153318 -36.777099 0.0 -0.8 0.3
C -7.499035 -14.996470 -36.698335 -1.4 -0.1 -0.2
C -9.004543 -15.479616 -36.404796 2.2 1.0 -0.6
N -8.943757 -16.387979 -35.263593 0.9 0.8 0.4
O -10.265748 -16.693057 -34.866839 0.6 -1.1 -0.2
C -9.762594 -14.181061 -36.052566 -0.4 -0.6 0.8
C -9.611487 -16.140812 -37.638951 -0.5 -0.4 0.0
C -7.958174 -18.075368 -33.750897 0.5 0.1 0.3
H -8.235465 -19.649899 -35.672366 0.5 -0.1 -0.2
H -7.949402 -18.626848 -37.125838 -0.2 -0.3 -0.1
H -9.532275 -18.732949 -36.252576 0.1 0.6 0.0
H -6.106305 -16.361590 -34.652793 -0.9 0.2 0.4
H -5.872274 -17.748731 -35.596146 -0.1 -0.4 0.1
H -6.837885 -16.893642 -37.521889 -0.4 0.2 -0.4
H -5.528506 -15.921494 -37.092515 0.1 0.5 0.3
H -7.540299 -14.404269 -37.612496 0.0 -0.1 -0.2
H -7.199115 -14.288295 -35.925895 0.0 -0.1 0.3
H -9.380631 -13.689767 -35.157672 0.7 0.0 -0.2
H -9.763845 -13.470890 -36.879463 -0.1 -0.1 -0.1
H -10.769914 -14.391235 -35.693084 -0.4 -0.2 -0.6
H -9.058588 -17.000964 -38.016479 0.4 0.1 0.1
H -10.560801 -16.551313 -37.294851 -0.4 0.1 -0.2
H -9.792683 -15.502124 -38.503444 0.0 0.3 0.3
H -7.951118 -17.282985 -33.002446 -0.3 0.4 -0.3
H -7.005358 -18.557696 -33.532691 0.2 -0.3 -0.4
H -8.700587 -18.804301 -33.425950 -0.4 0.1 -0.5
H -10.247464 -16.327960 -33.979173 -0.7 0.3 0.3
C -12.977638 -6.055035 -35.958814 0.0 -2.0 -0.5
C -12.932434 -7.615581 -35.580368 -1.4 2.2 -0.6
C -11.495927 -8.167164 -35.624749 -1.0 -1.0 -0.3
C -10.595881 -7.698341 -34.564552 1.5 1.4 -0.6
C -11.173297 -8.018643 -33.255020 -1.1 -0.3 0.9
C -12.602110 -7.426539 -33.031573 0.1 0.2 0.4
N -13.498325 -7.778559 -34.198355 1.2 -1.2 0.5
O -14.878907 -7.444087 -34.031842 0.9 -0.8 -0.1
C -13.113686 -7.971464 -31.698344 -0.6 -0.8 -0.6
C -12.461274 -5.924353 -32.781427 -0.3 0.1 -0.5
C -13.773119 -8.412218 -36.643166 -0.1 0.1 0.7
H -12.830195 -5.956679 -37.034309 0.4 0.0 0.0
H -12.213310 -5.511814 -35.403104 -0.4 0.2 -0.1
H -14.012307 -5.732546 -35.842372 0.1 0.4 0.5
H -11.618753 -9.228624 -35.409523 0.0 -0.4 -0.5
H -11.035358 -8.054561 -36.606224 -0.4 0.1 -0.2
H -10.352717 -6.643705 -34.693834 -0.5 0.5 0.2
H -9.578826 -8.072749 -34.680825 -0.1 -0.8 0.0
H -10.480238 -7.674154 -32.487497 -0.4 0.0 0.5
H -11.298578 -9.097124 -33.158627 0.3 -0.2 0.0
H -13.151210 -9.059594 -31.646609 0.4 -0.2 -0.1
H -12.429898 -7.570514 -30.950167 -0.4 -0.3 0.3
H -14.158285 -7.704402 -31.538343 0.1 0.6 0.2
H -13.353023 -5.454882 -33.196729 0.3 0.6 -0.2
H -12.463695 -5.678133 -31.719599 0.2 0.0 -0.1
H -11.520337 -5.614199 -33.235892 -0.4 0.7 -0.1
H -14.243105 -9.295173 -36.210055 0.8 -0.6 0.1
H -13.106902 -8.624878 -37.479250 -0.3 -0.3 0.1
H -14.689876 -7.987024 -37.051655 0.3 1.1 0.1
H -15.042091 -6.499892 -34.090655 0.3 0.7 -0.2
C -19.329261 -15.813445 -43.921504 0.9 1.1 0.1
C -18.306831 -16.561455 -43.109104 0.5 -1.2 0.5
O -17.282378 -15.642057 -42.809617 1.1 0.8 0.3
C -17.500000 -14.437517 -43.389755 -0.8 -1.7 1.4
O -16.807148 -13.492572 -43.180077 -0.1 0.4 -0.8
O -18.654840 -14.536210 -44.053132 -0.5 1.5 -1.1
H -20.212637 -15.654754 -43.302981 -0.2 0.0 -0.5
H -19.519826 -16.170702 -44.933503 -0.2 -0.1 0.3
H -17.766646 -17.355480 -43.624691 -0.7 -0.5 0.1
H -18.756917 -16.839324 -42.156055 0.2 -0.6 -0.1
C -12.822995 -18.794598 -33.860910 0.5 0.3 -0.5
C -12.409116 -19.892526 -34.847539 0.6 1.2 1.4
O -13.613577 -20.589440 -34.967200 -1.3 -1.1 -0.5
C -14.723497 -19.836411 -34.569005 2.3 -0.2 -0.4
O -15.850269 -20.166464 -34.696851 0.0 0.1 0.1
O -14.233521 -18.696906 -34.050740 -0.6 0.5 0.6
H -12.343717 -17.823795 -33.987114 -0.2 0.0 -0.3
H -12.553468 -19.157583 -32.869092 -0.6 0.1 0.3
H -11.636181 -20.394311 -34.265392 -0.1 -1.0 -0.5
H -11.957635 -19.577030 -35.788138 -0.5 0.1 -0.2
C -15.052147 -14.432333 -37.771816 -0.7 0.6 0.1
C -13.538419 -14.594973 -37.702625 -2.5 0.7 -0.6
O -13.238021 -14.408575 -39.086877 1.1 -0.3 -0.6
C -14.286995 -14.747101 -39.898370 -1.8 -0.3 0.9
O -14.307214 -14.871034 -41.091290 0.7 0.2 1.3
O -15.416837 -14.881106 -39.104065 1.5 0.3 -0.2
F -13.270686 -15.837543 -37.293920 1.0 -0.7 0.0
H -15.323854 -13.380614 -37.681509 0.1 -0.1 0.0
H -15.653212 -14.906372 -36.995864 0.3 -0.5 -0.3
H -13.078406 -13.837694 -37.067790 0.5 -0.2 -0.3
C -16.663974 -15.990622 -34.035658 -0.3 -1.8 2.1
C -16.213341 -15.372680 -32.691717 -3.4 -0.8 -0.2
O -15.140412 -14.641056 -32.995271 1.6 1.6 -0.3
C -14.722512 -14.939864 -34.251080 0.6 0.4 0.3
O -13.784929 -14.405744 -34.766131 -0.1 -0.2 0.0
O -15.477012 -15.883517 -34.758204 0.0 0.0 -2.1
F -15.878575 -16.314226 -31.760712 -0.1 -0.2 0.0
H -17.594369 -15.637216 -34.480149 0.6 0.9 -0.4
H -16.886129 -17.038349 -33.833165 0.4 -0.2 -0.2
H -17.055493 -14.782836 -32.329806 0.4 0.3 0.7
C -13.772919 -16.988299 -43.482440 1.3 1.2 -0.6
C -13.843705 -15.886264 -44.608341 -1.0 -1.1 3.5
O -14.969948 -16.348957 -45.285167 -0.9 1.8 -1.4
C -15.311663 -17.611251 -44.991474 -2.7 -1.4 -0.7
O -16.246405 -18.250430 -45.486127 2.8 2.0 1.1
O -14.543676 -18.018594 -44.005811 -0.2 -2.0 0.7
F -12.844249 -15.766940 -45.443495 2.1 -0.6 -1.8
H -14.177431 -16.576247 -42.557951 -0.3 -0.1 -0.1
H -12.766840 -17.358130 -43.284622 0.1 0.0 -0.1
H -13.833193 -14.934458 -44.077251 -1.5 0.4 -0.4
C -11.219184 -19.678266 -38.523151 2.9 -0.1 -0.8
C -10.950382 -18.947823 -39.839533 1.1 0.2 2.5
O -11.918963 -17.964603 -39.761858 2.0 1.6 -1.0
C -12.949775 -18.455505 -39.128592 -1.7 -0.1 -0.6
O -14.011813 -17.950849 -39.314222 -0.8 -0.7 1.3
O -12.600773 -19.593246 -38.468173 -1.5 0.4 1.0
F -11.295947 -19.733655 -40.825740 -0.2 -1.7 -2.6
H -10.623261 -19.206385 -37.741931 -0.8 0.7 0.4
H -10.748890 -20.661595 -38.522518 -1.0 -0.5 -0.4
H -9.938001 -18.570223 -39.983016 -0.2 0.3 0.0
C -19.871531 -13.522191 -35.570210 -1.2 2.0 1.2
C -21.111738 -13.266781 -36.429140 1.5 -0.9 1.2
O -20.623022 -13.581734 -37.688993 -1.8 -0.1 -1.5
C -19.486405 -14.220374 -37.634940 2.8 -2.7 -1.2
O -18.907688 -14.790471 -38.553964 -1.3 1.7 1.9
O -19.028951 -14.260643 -36.350811 0.5 -1.7 -1.1
F -21.375008 -11.986965 -36.409106 -1.0 2.5 0.0
H -20.200846 -13.904506 -34.604031 0.6 -0.7 -0.1
H -19.394743 -12.555909 -35.405661 -0.1 0.2 0.2
H -21.994790 -13.800369 -36.077570 -0.1 -0.4 -0.8
C -10.285229 -10.817932 -39.717152 -0.3 -0.1 0.0
C -11.614226 -10.681590 -39.079593 -1.4 -2.2 -0.1
O -12.147425 -9.407895 -39.420867 1.7 -0.5 0.0
C -11.022283 -8.634119 -39.653848 1.9 0.5 1.4
O -10.946846 -7.435593 -39.749003 -0.5 -2.7 -0.2
O -9.870179 -9.501046 -39.506663 -0.5 2.9 -1.0
F -11.376549 -10.834508 -37.716741 -0.4 0.9 0.1
H -10.237862 -11.082436 -40.773509 -0.3 0.0 0.0
H -9.759880 -11.566961 -39.124642 0.5 0.4 -0.1
H -12.261752 -11.531917 -39.293509 -0.7 0.6 -0.5
C -18.006986 -8.255258 -36.890517 -0.5 0.3 -0.6
C -19.384223 -8.095583 -36.264642 1.0 0.1 -1.8
O -19.438613 -6.725236 -35.952608 -1.2 0.1 0.1
C -18.214771 -6.168762 -35.937792 1.3 2.1 2.1
O -17.936906 -5.072230 -35.426796 -0.9 -3.6 -2.1
O -17.341465 -7.069173 -36.428802 0.8 0.2 -0.4
F -19.419465 -8.834639 -35.163239 -0.5 -0.7 1.9
H -18.098221 -8.327551 -37.974284 0.2 0.8 -0.1
H -17.507621 -9.194887 -36.654241 0.2 0.4 0.8
H -20.189285 -8.412179 -36.927767 -0.2 0.4 0.2
C -16.683067 -10.343875 -33.390807 -0.8 -0.5 0.2
C -15.293655 -10.638752 -33.798781 2.2 3.8 0.8
O -15.361059 -11.311530 -34.988411 0.4 -0.3 -1.0
C -16.499976 -11.973606 -34.953937 -2.4 -2.2 -1.2
O -16.856201 -12.840789 -35.747414 1.0 1.9 2.0
O -17.253052 -11.544108 -33.897784 -1.0 -1.3 -1.2
F -14.689022 -11.409367 -32.892413 0.4 -1.6 1.3
H -17.177711 -9.500575 -33.872750 0.4 0.2 0.0
H -16.841483 -10.325553 -32.312529 0.2 0.1 -0.1
H -14.636325 -9.771526 -33.861545 -0.2 0.2 -0.7
C -10.192317 -15.116145 -42.904115 -0.5 -0.1 0.7
C -10.710217 -15.075480 -41.475166 -1.6 0.1 -2.8
O -10.155880 -13.891719 -41.060032 -1.2 1.1 2.9
C -9.064111 -13.587001 -41.712646 3.6 3.0 -0.8
O -8.280105 -12.652117 -41.476162 -2.7 -3.1 -0.4
O -8.951091 -14.408427 -42.762655 0.1 -0.4 -1.1
F -10.305715 -16.097137 -40.770362 1.5 -1.8 1.7
H -10.952556 -14.550055 -43.442341 0.4 0.2 -0.7
H -10.103191 -16.125144 -43.306714 0.4 0.2 0.0
H -11.799601 -15.104658 -41.452849 -0.1 0.8 0.3
C -17.347980 -17.693625 -39.033745 3.0 -0.1 1.7
C -17.326830 -18.584950 -37.729162 0.6 1.2 -2.3
O -18.734822 -18.545283 -37.426945 2.0 -1.3 2.1
C -19.395482 -18.313243 -38.524571 -5.6 1.6 -1.2
O -20.634179 -18.369587 -38.630539 3.7 -0.3 0.4
O -18.627371 -17.798255 -39.476251 -1.4 -0.4 -1.5
F -16.504669 -18.001151 -36.826338 -0.8 0.2 0.7
H -16.567728 -17.922255 -39.759715 -0.4 -0.7 -0.2
H -17.077007 -16.673707 -38.760899 -0.5 0.2 0.4
H -16.927464 -19.590071 -37.864564 -0.6 -0.2 0.1
C -16.497560 -11.989702 -40.352118 0.6 -1.2 -2.4
C -15.645825 -11.410042 -39.314811 0.6 -0.6 0.8
O -16.561840 -11.110454 -38.336341 0.6 1.0 2.3
C -17.792187 -11.062165 -38.833404 0.8 -0.1 -0.8
O -18.740848 -10.788635 -38.208838 -2.1 0.7 1.3
O -17.734014 -11.345928 -40.108697 -0.8 -0.5 -1.8
F -15.086197 -10.272715 -39.825350 0.4 0.1 0.5
H -16.613453 -13.070659 -40.430864 -0.2 -0.1 0.8
H -16.018047 -11.770776 -41.306178 -0.7 0.5 -0.3
H -14.955830 -12.054313 -38.769908 0.8 0.4 -0.9
C -13.313205 -11.232357 -45.633445 -1.4 -1.0 -1.0
C -12.683435 -10.016419 -45.015718 -0.3 -1.9 -0.7
O -12.425390 -10.427818 -43.712928 0.1 -1.4 1.4
C -12.858227 -11.774290 -43.471403 -0.5 0.0 0.8
O -12.894130 -12.344065 -42.383944 0.6 1.9 -3.5
O -13.264443 -12.286663 -44.677713 0.8 0.3 1.7
F -13.564778 -8.998445 -45.043606 0.3 0.6 0.2
H -12.832416 -11.520976 -46.568127 0.1 -0.3 0.2
H -14.371322 -11.083339 -45.848555 0.0 0.3 0.0
H -11.809353 -9.879210 -45.652318 0.4 1.3 0.9
```
Positions in Å, forces in eV/Å.

Values from the calculation:
E = -7438.1882 Ha
Net charge = 0
Frontier orbital gap = 8.26 eV

Atom charges from the Löwdin analysis, given in e for atoms 1 to 8: C -0.029; C -0.448; C -0.136; C -0.170; C -0.123; C -0.401; N -0.086; O -0.042